{"formula": "C41H62GeMnN5O3S2", "method": "wB97M-V/def2-TZVPD", "species": ["Mn", "O", "C", "C", "C", "C", "C", "C", "C", "N", "N", "C", "O", "C", "C", "C", "C", "C", "C", "H", "H", "H", "H", "H", "H", "H", "H", "H", "H", "C", "C", "C", "C", "Ge", "C", "C", "C", "C", "H", "H", "H", "H", "H", "H", "H", "H", "H", "H", "H", "H", "H", "H", "H", "H", "H", "H", "H", "S", "C", "N", "C", "C", "N", "H", "H", "H", "H", "H", "H", "C", "C", "S", "O", "C", "C", "H", "H", "H", "H", "H", "H", "H", "H", "H", "H", "C", "C", "C", "C", "C", "C", "C", "C", "C", "C", "C", "C", "N", "H", "H", "H", "H", "H", "H", "H", "H", "H", "H", "H", "H", "H", "H", "H", "H", "H"], "positions_angstrom": [[-1.2156, 0.1456, 0.1174], [-3.0872, -0.5868, -0.0218], [-3.9368, -0.9236, 0.8935], [-5.1019, -1.6315, 0.5437], [-6.0281, -2.0167, 1.4920], [-5.8313, -1.7080, 2.8354], [-4.7059, -1.0108, 3.2162], [-3.7423, -0.6087, 2.2794], [-2.5777, 0.0659, 2.7090], [-1.5537, 0.3966, 1.9438], [-0.5342, 0.9345, 2.6789], [0.4566, 1.3753, 1.9641], [0.4796, 1.3272, 0.6683], [1.6008, 1.9009, 2.7173], [2.4823, 2.8259, 2.1662], [3.5895, 3.2449, 2.8786], [3.8357, 2.7449, 4.1483], [2.9503, 1.8374, 4.7127], [1.8400, 1.4246, 4.0064], [-5.2455, -1.8587, -0.5040], [-6.9144, -2.5582, 1.1849], [-6.5596, -2.0165, 3.5742], [-4.5486, -0.7610, 4.2605], [-2.4932, 0.3189, 3.7665], [2.2900, 3.1965, 1.1695], [4.2765, 3.9613, 2.4426], [4.7231, 3.0456, 4.6910], [3.1376, 1.4423, 5.7035], [1.1554, 0.7044, 4.4220], [6.9182, -2.1320, -0.0110], [5.4622, -2.0637, -0.4590], [4.4686, -2.4993, 0.6122], [3.0442, -2.4904, 0.0955], [2.1194, -0.5773, 0.1167], [3.0658, 0.7578, -1.1538], [2.6126, 0.7136, -2.6018], [3.2878, -0.3792, -3.4241], [2.6992, -0.4532, -4.8293], [7.5730, -1.7910, -0.8124], [7.1966, -3.1534, 0.2441], [7.0843, -1.5027, 0.8612], [5.3302, -2.6963, -1.3408], [5.2236, -1.0418, -0.7494], [4.5362, -1.8266, 1.4718], [4.7341, -3.5068, 0.9627], [2.4157, -3.1010, 0.7441], [2.9944, -2.9199, -0.9028], [2.8749, -0.1163, 1.4829], [4.1427, 0.6198, -1.0674], [2.8220, 1.7317, -0.7359], [2.8203, 1.6781, -3.0815], [1.5303, 0.5602, -2.6251], [3.1579, -1.3382, -2.9205], [4.3647, -0.1903, -3.4830], [1.6325, -0.6580, -4.7754], [3.1751, -1.2389, -5.4151], [2.8319, 0.4911, -5.3563], [-2.7895, 3.5440, 2.0236], [-1.9724, 4.9055, 1.6367], [-1.5876, 5.2836, 0.4005], [-1.0153, 6.6062, 0.3750], [-0.7661, 6.8750, 1.8708], [-1.6214, 5.8987, 2.5113], [-1.7956, 4.7302, -0.4136], [-1.7258, 7.3344, -0.0445], [-0.0967, 6.6344, -0.2159], [-1.0592, 7.8868, 2.1618], [0.2868, 6.7220, 2.1350], [-1.4795, 5.6553, 3.4760], [-2.7339, -4.7666, 1.1802], [-1.2987, -4.3526, 1.4519], [-1.3107, -2.5350, 1.8641], [-0.3242, -1.9375, 0.9262], [-0.3873, -2.6338, 3.4603], [-1.3418, -3.0834, 4.5463], [-2.7803, -5.7973, 0.8277], [-3.1744, -4.1134, 0.4306], [-3.3333, -4.6842, 2.0855], [-0.6741, -4.4411, 0.5649], [-0.8692, -4.9291, 2.2684], [-0.0327, -1.6181, 3.6369], [0.4703, -3.2913, 3.3336], [-2.1885, -2.4015, 4.5822], [-0.8516, -3.0903, 5.5187], [-1.7251, -4.0826, 4.3480], [0.3475, -2.6675, -2.2482], [-0.9420, -2.5789, -3.0519], [-2.1545, -2.9506, -2.1974], [-1.1309, -1.2094, -3.6644], [-1.2394, -1.1441, -5.0354], [-1.5150, 0.0387, -5.7042], [-1.7164, 1.1862, -4.9529], [-1.5849, 1.1995, -3.5823], [-1.8003, 2.5221, -2.8756], [-2.9334, 2.4627, -1.8515], [-0.5032, 3.0362, -2.2475], [-1.2425, -0.0077, -2.8676], [-1.0274, 0.0171, -1.5755], [0.4986, -3.6734, -1.8588], [0.2985, -1.9646, -1.4171], [1.1920, -2.4115, -2.8813], [-0.8718, -3.3049, -3.8777], [-2.2707, -2.2228, -1.3944], [-2.0358, -3.9476, -1.7724], [-3.0603, -2.9383, -2.8023], [-1.1233, -2.0538, -5.6161], [-1.5902, 0.0608, -6.7822], [-1.9846, 2.1041, -5.4660], [-2.0964, 3.2458, -3.6493], [-2.6205, 1.8850, -0.9647], [-3.8025, 1.9700, -2.2780], [-3.2274, 3.4646, -1.5394], [-0.2656, 2.4526, -1.3559], [-0.5908, 4.0911, -1.9826], [0.3144, 2.9320, -2.9563]], "forces_ev_per_angstrom": [[-0.3122, -0.2372, -1.0034], [0.2476, -0.0267, 0.1998], [0.4519, 0.4433, 0.3233], [-0.4293, -0.1875, -0.0420], [0.3381, 0.1305, -0.4017], [-0.1128, -0.0471, 0.4939], [0.0620, 0.0717, -0.0788], [-0.7754, -0.2566, -0.6983], [1.2047, 0.7030, -0.5895], [-1.7179, -0.2531, 3.0690], [0.6621, 0.3915, 1.1367], [-0.9457, -0.3185, -0.6267], [-0.4943, -0.1178, 0.0728], [0.5490, 0.2834, 0.4335], [-0.3466, -0.1626, -0.1603], [0.2286, 0.1666, 0.0935], [0.0632, 0.0011, 0.0180], [0.1418, 0.0559, 0.1149], [-0.0258, 0.0444, -0.1704], [0.0140, -0.0115, -0.0579], [-0.0106, -0.0202, -0.0081], [0.0021, 0.0283, 0.0319], [0.0037, 0.0080, 0.0211], [0.1252, 0.0176, -0.1009], [0.0096, -0.0148, -0.1023], [-0.0258, -0.0352, -0.0259], [-0.0071, 0.0528, 0.0106], [0.0084, -0.0100, 0.0073], [-0.0949, -0.0598, 0.0601], [-0.2198, 0.0342, -0.1728], [0.1442, -0.0551, 0.2870], [0.0937, 0.1175, -0.1889], [-0.7538, 0.7102, -0.0632], [2.3526, -0.2031, -0.0509], [-0.6404, -0.5407, 0.3949], [0.1194, -0.1456, -0.0579], [-0.2182, 0.1919, -0.1367], [0.1547, -0.1152, 0.1793], [0.1432, 0.0159, 0.0165], [0.0695, -0.0989, 0.0681], [0.0609, 0.0568, 0.1074], [-0.0627, 0.0475, -0.0789], [-0.0057, -0.0002, -0.1468], [0.1536, -0.0184, 0.1210], [0.0612, 0.0291, 0.0212], [-0.2215, 0.0175, 0.0002], [-0.0874, -0.0720, -0.1685], [-0.6060, -0.2103, -0.3994], [0.1435, 0.0044, 0.0514], [-0.0527, 0.0556, 0.2328], [-0.0891, 0.0143, -0.0802], [-0.0756, 0.0872, -0.1319], [0.0451, -0.1133, 0.0736], [0.0503, -0.0143, 0.0922], [-0.1716, -0.0165, -0.0644], [0.0075, -0.0701, -0.1118], [-0.0012, 0.0973, -0.0555], [-0.2581, -0.6175, 0.2071], [-0.1823, 0.1373, -0.0754], [0.1292, -0.0114, 0.2122], [-0.0062, 0.3306, -0.1860], [0.2682, 0.2782, 0.0127], [0.0363, 0.0797, -0.1582], [-0.0469, -0.0705, 0.1094], [0.1502, -0.0859, 0.0640], [-0.0644, 0.0505, 0.0641], [0.1319, -0.0346, -0.1012], [-0.0448, 0.0127, -0.0554], [-0.1337, -0.1500, -0.0323], [0.0386, -0.0961, -0.0040], [-0.4486, 0.5179, 0.1938], [0.8302, -1.6068, 0.8935], [0.3697, 0.6217, -0.8248], [-0.5336, 0.0865, -0.3570], [0.0439, 0.0120, 0.0141], [-0.0331, -0.0200, -0.0334], [-0.1056, -0.0124, -0.1056], [-0.1093, -0.0024, 0.0500], [0.1109, 0.1807, 0.0127], [0.1512, 0.0549, 0.0740], [-0.0206, 0.0996, -0.1338], [0.0497, -0.0322, -0.1476], [-0.1377, 0.0243, 0.1321], [-0.0141, -0.0118, 0.0482], [-0.0542, -0.1322, 0.0460], [-0.1454, 0.0624, 0.0362], [0.0201, 0.0069, 0.1253], [0.1174, 0.0993, -0.0065], [-0.0427, 0.0900, 0.1865], [-0.0808, 0.1150, -0.3508], [-0.0341, -0.0183, -0.1596], [0.0452, -0.0336, -0.3203], [-0.0209, -0.1311, 0.1208], [0.0481, -0.0964, 0.0418], [0.3354, -0.2279, 0.2181], [-0.1560, -0.1948, 0.0924], [-0.2424, 0.1621, -1.3134], [0.8314, -0.2153, -0.2164], [0.0537, -0.1812, 0.1057], [0.1060, -0.1305, -0.0479], [0.2262, 0.0315, -0.0718], [-0.0526, 0.1828, 0.0664], [-0.0626, -0.0489, 0.0179], [0.0179, -0.1825, 0.0779], [-0.1199, -0.0142, -0.0253], [0.0184, -0.0807, 0.0331], [-0.0338, -0.0007, -0.0842], [0.0303, 0.0985, 0.0195], [0.0176, -0.1516, 0.0197], [-0.2928, 0.3652, -0.3449], [-0.1684, -0.0553, 0.0011], [-0.0768, 0.1340, 0.1478], [0.1216, 0.1394, -0.0569], [0.0432, 0.1716, 0.0541], [0.1724, 0.0565, -0.0436]], "lowdin_spin": [3.28, 0.02, 0.01, 0.00, 0.01, 0.00, 0.01, 0.01, 0.04, -0.02, 0.01, 0.01, 0.09, 0.00, 0.00, 0.00, 0.00, 0.00, 0.00, 0.00, 0.00, 0.00, 0.00, 0.00, 0.00, 0.00, 0.00, 0.00, 0.00, 0.00, 0.00, 0.03, 0.11, 0.42, 0.10, 0.00, 0.00, 0.00, 0.00, 0.00, 0.00, 0.00, 0.00, 0.00, 0.01, 0.00, 0.00, 0.04, 0.01, 0.00, 0.00, 0.00, 0.00, 0.00, 0.00, 0.00, 0.00, 0.00, 0.00, 0.00, 0.00, 0.00, 0.00, 0.00, 0.00, 0.00, 0.00, 0.00, 0.00, 0.00, 0.00, 0.01, 0.10, 0.00, 0.00, 0.00, 0.00, 0.00, 0.00, 0.00, 0.00, 0.00, 0.00, 0.00, 0.00, 0.02, 0.01, 0.00, 0.06, 0.00, 0.07, 0.00, 0.06, 0.01, 0.01, 0.00, 0.05, 0.33, 0.00, 0.02, 0.00, 0.00, 0.00, 0.00, 0.00, 0.00, 0.01, 0.00, 0.00, 0.01, 0.00, 0.00, 0.00, 0.00, 0.00], "lumo_energy_ev": [2.26, 2.21], "total_charge": -1, "orbital_gap_ev": [5.3349, 5.7572], "multiplicity": 6, "total_energy_ev": -166622.90526, "largest_force_ev_per_a": 3.53, "homo_ha": [-0.113, -0.130]}